Here is a cluster of 22 separate species, C66H154N22O22 in total at a distorted geometry from the OMol25 dataset. Energies are from ωB97M-V with the def2-TZVPD basis set.

XYZ file:
```
264
Properties=species:S:1:pos:R:3:lowdin_charge:R:1
C 11.37698 -4.66595 24.25185 -0.30
O 10.21962 -4.29858 23.95801 -0.03
N 12.46923 -3.88044 24.39369 -0.19
C 13.80964 -4.40593 24.52811 -0.05
C 12.27525 -2.47314 24.63696 -0.06
H 11.55407 -5.75139 24.30342 0.14
H 14.30606 -4.03041 23.63331 0.09
H 13.99343 -5.48020 24.54426 0.09
H 14.36425 -4.03572 25.39034 0.09
H 12.49291 -1.85028 23.76934 0.08
H 11.39595 -2.07251 25.14137 0.09
H 12.96173 -2.11620 25.40472 0.09
C 15.16315 -9.36660 15.77033 -0.33
O 15.89919 -9.82739 14.86103 -0.03
N 13.85704 -9.63395 15.99954 -0.17
C 13.16047 -9.20910 17.25419 -0.04
C 13.20218 -10.69435 15.20675 -0.04
H 15.57985 -8.62573 16.47009 0.13
H 13.26455 -9.95598 18.04122 0.07
H 12.13115 -8.89663 17.07824 0.08
H 13.62096 -8.28091 17.59260 0.07
H 13.74814 -10.88654 14.28312 0.09
H 13.08764 -11.56844 15.84780 0.08
H 12.22516 -10.38316 14.83705 0.08
C 8.99126 -7.00623 25.94685 -0.35
O 9.04648 -6.51653 27.08916 -0.03
N 8.69876 -8.25081 25.58049 -0.15
C 8.69427 -8.66337 24.18719 -0.04
C 8.25652 -9.12017 26.68469 -0.02
H 9.26321 -6.42357 25.05312 0.11
H 8.98715 -7.85653 23.51538 0.07
H 7.69847 -9.05309 23.97600 0.08
H 9.30427 -9.55795 24.06178 0.08
H 9.05259 -9.85823 26.78287 0.09
H 8.28694 -8.65648 27.67068 0.08
H 7.34183 -9.68900 26.51773 0.08
C 6.05936 -16.87139 24.06832 -0.30
O 5.66026 -17.08266 25.22761 -0.01
N 7.16908 -16.11743 23.69010 -0.17
C 7.99246 -15.52650 24.74497 -0.05
C 7.41671 -15.75310 22.26851 -0.05
H 5.49427 -17.10333 23.15231 0.12
H 8.11754 -14.46695 24.52181 0.06
H 8.91446 -16.07107 24.94857 0.09
H 7.49129 -15.47200 25.71138 0.09
H 6.64544 -16.20804 21.64700 0.07
H 7.58323 -14.68536 22.12601 0.05
H 8.40106 -16.11320 21.96938 0.08
C 6.19938 -15.13789 16.42098 -0.33
O 6.56728 -16.03865 15.67799 0.00
N 6.68362 -14.98580 17.69399 -0.18
C 6.00943 -14.10329 18.63910 -0.08
C 7.74574 -15.79138 18.34474 -0.01
H 5.39009 -14.43923 16.15806 0.13
H 5.50291 -14.71602 19.38482 0.08
H 5.20643 -13.52703 18.17950 0.06
H 6.69727 -13.37217 19.06388 0.07
H 7.26564 -16.14725 19.25631 0.07
H 8.02422 -16.55570 17.61923 0.09
H 8.60574 -15.21179 18.68024 0.07
C 10.72758 -14.54182 21.81874 -0.33
O 10.20046 -14.73192 20.71679 -0.03
N 10.32497 -13.56211 22.69425 -0.16
C 10.88907 -13.45188 24.06734 -0.05
C 9.38279 -12.54094 22.28166 -0.05
H 11.48307 -15.25793 22.17736 0.14
H 10.18280 -13.43682 24.89744 0.07
H 11.34131 -12.46092 24.10710 0.07
H 11.60684 -14.23409 24.31442 0.09
H 8.81055 -12.18641 23.13895 0.09
H 9.83047 -11.68341 21.77934 0.07
H 8.79264 -12.96274 21.46809 0.07
C 9.93687 -12.15588 15.96960 -0.30
O 10.99237 -12.81912 15.86167 -0.03
N 9.52927 -11.55977 17.13656 -0.17
C 8.16998 -11.02468 17.24267 -0.05
C 10.31233 -11.59967 18.38069 -0.03
H 9.37616 -11.84727 15.07374 0.13
H 7.54528 -11.72275 17.79993 0.06
H 7.77369 -10.89173 16.23600 0.09
H 8.29970 -10.14798 17.87724 0.07
H 11.34635 -11.93348 18.29428 0.08
H 10.44948 -10.59204 18.77309 0.07
H 9.72862 -12.11197 19.14550 0.08
C 4.74010 -6.75207 24.76752 -0.34
O 4.30005 -7.93397 24.89375 -0.05
N 4.19798 -5.92279 23.95064 -0.16
C 4.78567 -4.60339 23.66523 -0.06
C 2.97082 -6.11456 23.15205 -0.01
H 5.62248 -6.29702 25.24349 0.13
H 4.61042 -4.50885 22.59357 0.06
H 5.85961 -4.48893 23.81244 0.07
H 4.23702 -3.78173 24.12562 0.08
H 2.32509 -5.23773 23.10393 0.07
H 3.35184 -6.34946 22.15820 0.08
H 2.44258 -6.95726 23.59806 0.09
C 12.61497 -4.01880 19.31255 -0.38
O 12.42992 -4.78160 18.40833 0.03
N 11.62982 -3.40561 19.96432 -0.18
C 11.99181 -2.63595 21.17546 -0.04
C 10.33337 -3.24296 19.50577 -0.07
H 13.54117 -3.75879 19.84804 0.13
H 11.99033 -3.32886 22.01686 0.07
H 11.32748 -1.78168 21.30578 0.08
H 12.92119 -2.08709 21.02347 0.09
H 10.07153 -4.04577 18.81655 0.06
H 9.66428 -3.15969 20.36221 0.07
H 10.15512 -2.33504 18.92958 0.11
C 6.95701 -0.04236 23.29023 -0.28
O 6.69581 0.66209 22.28053 -0.04
N 7.60693 -1.27461 23.18983 -0.16
C 7.96913 -2.03800 24.37474 -0.06
C 8.20740 -1.86491 21.95910 -0.03
H 6.86388 0.40663 24.29119 0.13
H 7.43547 -2.98825 24.39299 0.07
H 7.69663 -1.48413 25.27311 0.07
H 9.04004 -2.24112 24.37231 0.06
H 9.27124 -2.02246 22.13666 0.06
H 7.62181 -2.76587 21.77618 0.09
H 8.24076 -1.25693 21.05503 0.09
C 8.18965 -4.74471 16.40129 -0.30
O 8.12384 -3.72634 17.17118 -0.06
N 8.34036 -5.96492 16.84297 -0.18
C 8.40183 -7.06561 15.93810 -0.05
C 8.54584 -6.37565 18.25009 -0.01
H 8.12306 -4.75503 15.30235 0.14
H 9.35271 -7.59832 15.92630 0.10
H 7.97395 -6.87119 14.95463 0.10
H 7.78194 -7.75656 16.50943 0.06
H 8.17602 -5.63778 18.96204 0.07
H 8.17922 -7.36208 18.53408 0.08
H 9.61990 -6.21061 18.33531 0.09
C 4.09471 -10.79921 17.83203 -0.36
O 5.14545 -10.74015 18.46509 -0.03
N 3.86949 -10.20788 16.65474 -0.16
C 2.79686 -10.57356 15.67857 -0.02
C 4.81952 -9.15505 16.22423 -0.03
H 3.24840 -11.42969 18.14582 0.14
H 3.06496 -11.28502 14.89752 0.09
H 2.39920 -9.61767 15.33762 0.07
H 1.92112 -10.88347 16.24877 0.08
H 5.76522 -9.09285 16.76262 0.06
H 5.08990 -9.42380 15.20307 0.09
H 4.36070 -8.16662 16.24878 0.08
C 1.91262 -0.72730 21.16918 -0.35
O 1.35404 -0.34853 20.15393 0.01
N 3.22119 -0.98160 21.24738 -0.18
C 3.75978 -1.65450 22.40814 -0.06
C 4.21596 -0.63058 20.29152 -0.04
H 1.34808 -0.91968 22.09464 0.13
H 3.02039 -2.15646 23.03218 0.08
H 4.38795 -0.97538 22.98460 0.08
H 4.41223 -2.47252 22.10276 0.06
H 3.78338 -0.33109 19.33691 0.10
H 4.66101 0.26072 20.73381 0.09
H 4.98304 -1.40374 20.24806 0.08
C 6.18566 -3.04195 27.07547 -0.35
O 6.23152 -4.10712 26.44253 -0.03
N 6.64519 -2.95298 28.30915 -0.17
C 6.82552 -1.58364 28.88360 -0.04
C 7.34225 -4.06423 28.93795 -0.03
H 5.74711 -2.16053 26.58253 0.14
H 6.08848 -0.84691 28.56409 0.08
H 7.77678 -1.15990 28.56166 0.08
H 6.72078 -1.60536 29.96834 0.09
H 6.84372 -4.27402 29.88429 0.09
H 7.32298 -4.98883 28.36102 0.07
H 8.38351 -3.82882 29.15806 0.09
C 5.74256 -12.33676 23.82360 -0.31
O 6.22486 -11.40667 24.44140 -0.01
N 4.39617 -12.29312 23.53295 -0.18
C 3.82927 -13.42036 22.79130 -0.05
C 3.48430 -11.35689 24.12475 -0.06
H 6.28219 -13.16607 23.34065 0.11
H 3.12952 -13.91465 23.46519 0.09
H 4.51431 -14.17021 22.39563 0.07
H 3.19983 -12.96592 22.02620 0.08
H 2.52118 -11.65208 24.54111 0.09
H 3.90789 -10.84287 24.98757 0.09
H 3.21166 -10.61974 23.36952 0.08
C 2.80313 -3.10824 17.97090 -0.28
O 1.96568 -3.70135 18.68138 -0.03
N 4.11807 -3.42775 17.98369 -0.20
C 5.12104 -2.70431 17.35663 -0.10
C 4.62796 -4.51800 18.79990 -0.04
H 2.58164 -2.33229 17.22187 0.14
H 4.75875 -1.96492 16.64239 0.11
H 5.81507 -3.40910 16.89870 0.07
H 5.79260 -2.21154 18.05969 0.08
H 5.00975 -5.31408 18.16069 0.09
H 5.44097 -4.05457 19.35879 0.08
H 3.84799 -4.94729 19.42874 0.07
C 0.87522 -6.84681 16.31450 -0.31
O 1.82010 -7.16852 15.57617 -0.02
N 0.92742 -6.95030 17.64277 -0.18
C -0.11227 -6.35052 18.44292 -0.04
C 2.06608 -7.33545 18.37979 -0.04
H -0.11391 -6.54446 15.93714 0.14
H -0.45710 -7.10117 19.15405 0.05
H -0.94788 -5.97426 17.85278 0.10
H 0.40288 -5.57995 19.01646 0.06
H 2.52402 -8.29105 18.12441 0.08
H 2.88628 -6.61914 18.42753 0.07
H 1.81407 -7.41930 19.43693 0.09
C -2.21562 -11.76724 20.67073 -0.31
O -2.01552 -12.78761 21.35572 -0.02
N -1.42016 -10.66018 20.68389 -0.17
C -1.65805 -9.48363 19.74578 -0.03
C -0.21411 -10.55069 21.41515 -0.08
H -3.08777 -11.75970 19.99880 0.13
H -1.66880 -8.50416 20.22393 0.06
H -2.54936 -9.69357 19.15452 0.08
H -0.84192 -9.24703 19.06310 0.07
H -0.43228 -9.93953 22.29093 0.09
H 0.05261 -11.50241 21.87471 0.08
H 0.68749 -10.23881 20.88794 0.09
C 7.60450 -9.29667 20.83428 -0.31
O 8.87285 -9.26119 20.77814 -0.07
N 6.80627 -8.27773 21.13928 -0.14
C 7.32989 -6.90972 21.40880 -0.02
C 5.36653 -8.52801 21.40225 -0.01
H 7.00871 -10.21878 20.75092 0.14
H 8.30629 -6.76178 20.94743 0.07
H 7.26142 -6.66265 22.46822 0.08
H 6.65471 -6.16733 20.98326 0.07
H 5.06111 -9.47395 20.95502 0.08
H 5.20132 -8.68814 22.46769 0.08
H 4.78411 -7.65185 21.11723 0.07
C 11.67503 -9.18232 22.42097 -0.32
O 12.00326 -10.08067 23.19042 -0.02
N 12.59848 -8.47659 21.72976 -0.16
C 12.22086 -7.40576 20.87846 -0.07
C 14.03049 -8.74456 21.91245 -0.02
H 10.63887 -8.88277 22.19997 0.09
H 12.60639 -7.62176 19.88206 0.07
H 12.81093 -6.49314 20.96250 0.08
H 11.17033 -7.14322 20.75375 0.09
H 14.20407 -9.67372 22.45525 0.07
H 14.46133 -8.95118 20.93277 0.09
H 14.56223 -7.96748 22.46154 0.09
C -0.44028 -6.57008 22.54714 -0.36
O 0.34411 -7.01864 21.78054 0.01
N -0.70325 -5.22600 22.58793 -0.15
C -1.61006 -4.71250 23.66307 -0.06
C -0.05426 -4.16152 21.76575 -0.01
H -0.98225 -7.14562 23.31346 0.14
H -2.45594 -4.13053 23.29715 0.08
H -1.13272 -4.10005 24.42802 0.08
H -2.02667 -5.50458 24.28528 0.08
H -0.60393 -3.22154 21.81470 0.09
H 0.87102 -3.88181 22.26947 0.06
H 0.16221 -4.42551 20.73059 0.07
C 15.18906 -12.28845 22.86953 -0.35
O 16.34597 -12.11100 23.23161 0.00
N 14.72488 -12.10238 21.62425 -0.19
C 15.70397 -12.01592 20.56145 -0.05
C 13.37330 -12.40270 21.21288 -0.05
H 14.42290 -12.61392 23.59013 0.14
H 15.31023 -11.51588 19.67656 0.08
H 16.08951 -12.99139 20.26493 0.10
H 16.54528 -11.40558 20.88973 0.09
H 13.36499 -13.35254 20.67826 0.09
H 12.64208 -12.62135 21.99109 0.06
H 13.09574 -11.64660 20.47845 0.08
```

multiplicity = 1
max |F| = 4.87 eV Å⁻¹
energy above the lowest of the compared OMol25 structures with the same formula, charge and spin = 1463.3 kJ/mol
frontier orbital gap = 9.104 eV
HOMO level = -9.13 eV
molar mass = 1608.09 g mol⁻¹